Computed, not measured: a cluster of 2 separate species, C3H8N2 in total at a distorted geometry, with wB97M-V/def2-TZVPD.

Values from the calculation:
SMILES   [H]/N=C/N.C=C
Charge   0
Frontier orbital gap   0.3700 Ha
HOMO energy   -9.23 eV
E_LUMO   0.84 eV

Last column: Löwdin charge in e.
Positions of all 13 atoms, in Å:
H  -0.8737  1.4530  -0.1768  0.03
N  -0.0007  1.0223  0.1153  0.05
C  0.7351  1.4907  -0.8440  -0.36
N  2.0697  1.1175  -1.0793  0.05
H  0.3739  2.4614  -1.2141  0.11
H  2.4438  0.1698  -0.9209  0.10
H  2.3357  1.5709  -1.9953  0.10
C  -1.5085  -1.3092  1.4039  -0.07
C  -1.3179  -2.3905  0.6611  -0.08
H  -1.9620  -1.3992  2.3339  0.02
H  -1.4931  -0.3510  0.9946  -0.02
H  -1.8300  -3.3282  0.7491  0.03
H  -0.9299  -2.3016  -0.3485  0.03

Forces on atoms 1 to 2 (eV/Å):
H -0.627 0.155 1.162
N 0.649 -0.129 -2.307